No. 1
{"formula": "C17H25N3O3PTc", "method": "ωB97M-V/def2-TZVPD", "lumo_ha": [-0.3693, -0.4584], "multiplicity": 4, "orbital_gap_ev": [7.82, 6.86], "total_charge": 3, "e_tot_ev": -40106.1989, "symbols": ["C", "C", "N", "C", "C", "C", "C", "C", "P", "H", "H", "H", "C", "C", "H", "H", "H", "C", "C", "H", "H", "H", "H", "H", "H", "H", "H", "H", "H", "H", "H", "C", "O", "Tc", "O", "H", "H", "N", "O", "N", "C", "C", "C", "C", "C", "H", "H", "H", "H", "H"], "positions_angstrom": [[-1.473432, 2.319551, -1.570896], [-0.957910, 1.260230, -2.517639], [-0.753312, 0.053448, -1.977350], [-0.400072, -1.079375, -2.685514], [-0.258677, -0.909860, -4.071670], [-0.445205, 0.329564, -4.657968], [-0.798750, 1.433100, -3.889116], [-0.245561, -2.281178, -1.942714], [-0.460538, -2.278034, -0.161962], [-0.968166, 2.421572, -4.301857], [0.006514, -1.778373, -4.662187], [-0.318635, 0.435499, -5.729600], [0.527775, 2.703516, -0.223034], [-1.667483, 2.899231, 0.806673], [0.015458, -3.196283, -2.492097], [-2.557483, 2.204017, -1.434560], [-1.278694, 3.327581, -1.948055], [1.015007, -3.003463, 0.604077], [-1.754398, -3.485747, 0.248779], [0.888837, -3.014879, 1.694835], [1.173157, -4.030123, 0.255290], [1.901163, -2.407093, 0.367310], [-1.878220, -3.532235, 1.337932], [-2.708710, -3.196610, -0.205483], [-1.484435, -4.481988, -0.119757], [-1.740838, 3.962141, 0.541936], [-2.669588, 2.457980, 0.834944], [-1.199675, 2.795100, 1.789608], [0.513571, 3.775428, -0.436135], [0.989727, 2.527576, 0.750030], [1.100724, 2.173747, -0.984414], [-0.834155, -0.200460, 2.062034], [-0.810514, -0.323984, 3.210349], [-0.812141, -0.070319, 0.168914], [-3.086715, -0.026138, -0.244559], [-3.462204, -0.726079, 0.332676], [-3.078262, -0.433076, -1.136551], [-0.853377, 2.177599, -0.208611], [1.170458, 0.108513, 0.362696], [1.869260, 0.134678, 1.613715], [1.564994, 1.014418, 2.603632], [2.137651, 0.821434, 3.820320], [3.223019, -0.062491, 3.954062], [3.713154, -0.655349, 2.817894], [3.003528, -0.570115, 1.620519], [0.687357, 1.664248, 2.583872], [1.742055, 1.271423, 4.747517], [3.664219, -0.237021, 4.942508], [4.638833, -1.219902, 2.804329], [3.410690, -1.071422, 0.725279]], "forces_ev_per_angstrom": [[0.269, 0.155, 0.495], [-0.107, -0.469, -0.191], [0.031, -0.276, 1.541], [-0.224, 0.723, 0.110], [0.210, -0.844, 0.043], [-0.024, 0.232, -0.164], [-0.086, 0.268, 0.221], [0.238, -0.132, -0.948], [0.217, -2.547, -0.162], [0.074, -0.178, -0.210], [-0.004, 0.118, -0.128], [-0.014, -0.003, 0.059], [0.014, 0.164, -0.133], [-0.161, 0.059, -0.280], [-0.111, 0.347, 0.299], [0.198, 0.058, -0.225], [-0.096, -0.071, -0.097], [0.348, 0.132, 0.017], [-0.311, 0.120, -0.073], [-0.078, -0.057, -0.203], [-0.121, 0.158, 0.027], [-0.325, -0.282, -0.091], [0.065, 0.007, -0.180], [0.105, -0.141, 0.062], [0.001, 0.182, 0.027], [-0.027, -0.163, 0.160], [0.151, 0.187, 0.049], [-0.060, 0.113, -0.172], [0.033, -0.032, 0.004], [-0.077, 0.282, -0.353], [0.063, 0.184, 0.054], [-0.795, -0.885, 5.149], [-0.251, 0.212, -2.899], [0.484, 3.313, -2.264], [1.379, -1.217, 0.290], [-0.341, 0.530, -0.219], [-0.426, 0.326, 0.192], [-0.353, -0.635, 0.040], [-0.042, 0.028, 1.556], [-0.160, 0.820, -2.357], [-1.291, -0.550, 0.494], [0.927, -0.376, 1.610], [-0.348, 0.501, 0.571], [0.313, -0.417, -0.848], [1.091, -0.425, 0.693], [0.424, -0.313, -0.701], [0.211, 0.216, -0.894], [-0.073, 0.098, -0.495], [-0.126, -0.041, 0.126], [-0.815, 0.518, 0.397]]}



No. 2
{"formula": "C22H32Cl45IN4O2P", "method": "ωB97M-V/def2-TZVPD", "lumo_ha": -0.1568, "orbital_gap_ev": 7.78, "total_charge": 1, "e_tot_ev": -614273.3422, "symbols": ["C", "C", "C", "I", "N", "C", "N", "C", "O", "C", "C", "O", "N", "P", "N", "H", "H", "H", "H", "H", "H", "H", "H", "H", "H", "H", "H", "H", "H", "H", "H", "H", "C", "Cl", "Cl", "Cl", "H", "C", "Cl", "Cl", "Cl", "H", "C", "Cl", "Cl", "Cl", "H", "C", "Cl", "Cl", "Cl", "H", "C", "Cl", "Cl", "Cl", "H", "C", "Cl", "Cl", "Cl", "H", "C", "Cl", "Cl", "Cl", "H", "C", "Cl", "Cl", "Cl", "H", "C", "Cl", "Cl", "Cl", "H", "C", "Cl", "Cl", "Cl", "H", "C", "Cl", "Cl", "Cl", "H", "C", "Cl", "Cl", "Cl", "H", "C", "Cl", "Cl", "Cl", "H", "C", "Cl", "Cl", "Cl", "H", "C", "Cl", "Cl", "Cl", "H"], "positions_angstrom": [[1.584576, -0.788815, 2.865342], [1.596484, 0.314780, 1.654939], [0.069620, 0.705255, 1.093279], [-0.280265, -0.755649, -0.558173], [0.210656, 2.046438, 0.420708], [-1.054707, 2.913664, 0.592862], [-2.300895, 2.419565, -0.075450], [-3.583293, 3.006047, 0.446735], [-4.665634, 2.012422, 0.392154], [-4.717518, 1.149480, 1.574165], [-3.754235, 1.196224, 2.895830], [-5.698461, 0.204961, 1.583573], [-0.868268, 4.077038, 1.293271], [0.720702, 4.565758, 2.028707], [1.589059, 5.522689, 1.055421], [2.266595, -1.698341, 2.509015], [0.537922, -1.253820, 3.109515], [2.130207, -0.314657, 3.786627], [2.238621, 1.272396, 1.911660], [2.153091, -0.191387, 0.729352], [-0.746411, 0.637060, 1.924971], [0.416272, 1.978600, -0.599410], [-2.417282, 1.376983, 0.000595], [-3.489847, 3.571687, 1.484111], [-3.895826, 3.859620, -0.328852], [-3.462320, 2.295275, 3.250849], [-4.380742, 0.746599, 3.803659], [-2.739312, 0.619421, 2.787470], [-1.659183, 4.741743, 1.420539], [0.457485, 5.269396, 3.291259], [1.419703, 3.333538, 2.393606], [2.494285, 5.040305, 0.843962], [0.372723, -4.703902, 0.813155], [2.134872, -4.546240, 0.910380], [-0.414922, -3.586351, 1.940115], [-0.187194, -4.414960, -0.842874], [0.102217, -5.724727, 1.094922], [0.672723, -4.557956, -4.570629], [2.434872, -4.400294, -4.473403], [-0.114922, -3.440405, -3.443669], [0.112806, -4.269014, -6.226658], [0.402217, -5.578781, -4.288862], [4.833291, 5.787503, -1.677979], [4.691311, 4.723957, -0.267946], [4.288038, 7.425468, -1.279087], [6.502719, 5.814650, -2.271023], [4.192336, 5.394829, -2.471473], [5.898948, -1.639904, 2.321019], [4.979165, -2.733997, 1.273909], [4.964287, -0.174015, 2.662959], [6.351306, -2.454968, 3.827827], [6.813990, -1.350710, 1.797842], [0.033291, -6.720189, -9.782766], [-0.108689, -7.783735, -8.372733], [-0.511962, -5.082225, -9.383874], [1.702719, -6.693043, -10.375810], [-0.607664, -7.112864, -10.576260], [4.304468, 1.194797, 6.319158], [2.944236, 1.584378, 5.252634], [4.091558, -0.410745, 7.037661], [5.835460, 1.281101, 5.431440], [4.331974, 1.932097, 7.125558], [-0.997518, 4.492417, 6.208584], [-2.276452, 3.850975, 7.253744], [-0.857474, 3.524322, 4.731247], [-1.311413, 6.190586, 5.812200], [-0.049446, 4.434619, 6.749387], [6.420862, -0.338913, 10.401217], [4.778606, -0.927515, 10.711087], [7.614359, -1.586053, 10.800655], [6.591722, 0.167439, 8.711885], [6.602147, 0.528707, 11.040764], [-2.968787, -6.807798, -3.839659], [-1.936971, -7.412325, -5.147093], [-3.971090, -8.113467, -3.183945], [-1.986282, -6.075130, -2.560086], [-3.629174, -6.039282, -4.249442], [-3.868212, 0.057452, -3.358700], [-3.254973, 1.653188, -3.824580], [-2.532468, -1.090948, -3.168154], [-4.813106, 0.166357, -1.863794], [-4.523545, -0.305480, -4.154607], [3.652364, -0.837061, -4.557913], [4.905618, -2.043140, -4.219969], [2.396613, -0.878018, -3.308611], [4.362410, 0.782168, -4.673494], [3.190689, -1.079963, -5.518384], [-4.043729, -5.847327, 0.659585], [-5.589521, -6.708553, 0.568503], [-4.310235, -4.119921, 0.950083], [-3.019172, -6.540726, 1.928012], [-3.529648, -5.960178, -0.298348], [6.983490, 6.669266, -6.056123], [5.419074, 6.827783, -6.872796], [8.054078, 5.590400, -6.966745], [7.737286, 8.258424, -5.842125], [6.813767, 6.232856, -5.068505], [-7.695532, -2.474855, -2.855804], [-9.055764, -2.085274, -3.922328], [-7.908442, -4.080397, -2.137301], [-6.164540, -2.388551, -3.743521], [-7.668026, -1.737555, -2.049403], [-7.659693, 3.638343, -0.081934], [-8.173269, 5.021292, -1.063348], [-7.273640, 4.155690, 1.568114], [-8.914824, 2.387838, -0.064277], [-6.757395, 3.214276, -0.529901]], "forces_ev_per_angstrom": [[1.144, -0.441, -0.415], [0.109, -0.837, -0.774], [2.250, -0.489, 0.263], [-0.382, 0.611, 1.125], [-3.378, 1.761, 0.842], [0.145, -1.605, -1.078], [2.158, 1.346, 4.092], [-1.422, 2.588, -1.164], [2.236, -0.253, 3.579], [-5.428, -5.297, 0.347], [-0.086, 1.069, 0.726], [6.649, 6.589, -0.514], [-1.462, -2.333, -1.035], [3.965, 1.897, -1.217], [-0.891, -2.215, 1.720], [-1.560, 1.926, 0.857], [1.954, 1.239, -0.395], [-1.458, -1.157, -1.665], [-1.628, -1.769, -0.316], [-1.169, 1.316, 2.018], [1.489, 0.346, -1.683], [-0.270, -0.070, 1.010], [0.936, 0.907, -0.635], [-0.147, -1.626, -1.878], [0.455, -2.006, 1.678], [-0.702, -2.225, -0.997], [1.340, 0.772, -2.383], [-2.166, 0.874, -0.098], [0.632, -0.775, -0.225], [-0.787, -0.848, -1.501], [-1.277, 0.769, -0.037], [-1.086, 0.533, -0.167], [-0.078, -0.215, 0.122], [-0.294, -0.035, -0.022], [-0.029, -0.297, -0.026], [0.396, -0.191, 1.152], [0.071, 0.345, -0.039], [0.122, -0.131, -0.273], [-0.322, -0.055, 0.023], [0.033, 0.329, -0.940], [0.104, -0.116, 0.379], [0.010, 0.325, -0.047], [-0.121, 0.311, -0.230], [0.155, -0.086, -0.101], [0.061, -0.330, -0.084], [-0.216, -0.075, 0.097], [0.226, 0.110, 0.292], [0.156, -0.143, 0.022], [0.140, 0.192, 0.055], [0.114, -0.176, -0.286], [-0.063, 0.178, -0.234], [-0.334, -0.086, 0.172], [0.062, -0.047, -0.077], [-0.010, 0.077, -0.162], [-0.035, -0.161, -0.206], [-0.270, -0.014, 0.064], [0.216, 0.147, 0.293], [0.359, -0.256, 0.318], [-0.048, 0.242, 0.066], [-0.524, 0.237, -0.538], [-0.170, 0.188, 0.404], [-0.030, -0.236, -0.279], [-0.205, 0.296, 0.611], [0.323, 0.091, -0.275], [-0.146, -0.411, 0.131], [0.127, -0.279, -0.031], [-0.287, -0.033, -0.244], [0.128, 0.008, 0.132], [0.145, 0.098, -0.013], [-0.184, 0.234, -0.054], [0.501, 0.111, 0.495], [-0.073, -0.311, -0.224], [-0.237, -0.164, -0.145], [-0.102, 0.175, 0.148], [0.113, 0.249, -0.064], [-0.303, -0.287, -0.237], [0.235, -0.243, 0.140], [-0.082, -0.071, -0.049], [-0.051, -0.123, 0.056], [-0.389, 0.034, -0.348], [0.174, -0.059, -0.264], [0.228, 0.150, 0.283], [0.068, -0.081, -0.108], [-0.115, 0.225, -0.052], [0.109, 0.069, -0.086], [-0.099, -0.175, -0.023], [0.139, 0.065, 0.335], [-0.069, -0.047, -0.137], [0.251, 0.124, -0.027], [0.057, -0.124, -0.091], [-0.016, 0.060, -0.156], [-0.174, 0.037, 0.328], [0.075, 0.000, 0.047], [0.121, -0.044, 0.141], [-0.144, 0.100, 0.157], [-0.117, -0.229, 0.034], [0.052, 0.167, -0.361], [-0.280, -0.009, 0.160], [0.235, -0.007, 0.175], [0.107, 0.277, -0.080], [-0.086, -0.179, -0.031], [0.038, -0.235, -0.269], [-0.120, -0.148, -0.249], [0.139, -0.176, 0.130], [0.105, -0.047, -0.069], [0.286, 0.186, 0.004], [-0.321, 0.098, 0.184]]}



No. 3
{"formula": "C7H8ClN3", "method": "ωB97M-V/def2-TZVPD", "lumo_ha": [-0.0013, -0.0208], "orbital_gap_ev": [7.12, 6.63], "e_tot_ev": -24375.8710, "e_above_lowest_ev": 4.271, "symbols": ["C", "C", "C", "C", "C", "C", "C", "N", "N", "N", "Cl", "H", "H", "H", "H", "H", "H", "H", "H"], "positions_angstrom": [[1.374926, -0.915866, -1.211603], [0.337637, -0.204758, -1.776934], [1.534242, -1.032235, 0.098863], [-0.633959, 0.401254, -1.051034], [0.361047, -0.599801, 0.929385], [-0.421113, 0.438940, 0.323880], [-1.069007, 2.099306, 2.086186], [-1.604093, -1.568179, 1.444273], [-0.470253, -1.795537, 1.381157], [-1.028276, 1.551141, 0.871061], [-1.505371, 3.769852, 2.161411], [2.075262, -1.348761, -1.837046], [0.257993, -0.191525, -2.872843], [2.288626, -1.644784, 0.761364], [-1.378754, 1.191296, -1.473699], [0.721839, -0.301209, 2.023616], [-0.422758, 1.690935, 2.822454], [-1.982182, -0.657503, 1.003942], [-1.665765, 1.975304, 0.173083]], "forces_ev_per_angstrom": [[1.365, -0.537, 1.071], [-2.523, 0.468, -2.835], [-0.023, -1.370, 3.192], [-0.088, 1.771, -1.340], [2.631, 0.649, 3.475], [-1.593, 2.186, -0.124], [0.095, -0.002, -0.762], [-7.017, -0.208, 0.170], [4.651, -0.142, -0.273], [-0.566, -0.463, 0.089], [-0.061, -0.341, 0.129], [1.397, -0.705, -1.310], [0.109, 0.059, 0.495], [-1.188, 1.277, -2.122], [1.321, -1.837, 0.288], [-0.440, -0.224, -2.111], [0.298, -0.040, 0.677], [0.896, -0.588, 0.594], [0.738, 0.049, 0.698]]}



No. 4
{"formula": "C5H7NO", "method": "ωB97M-V/def2-TZVPD", "lumo_ha": 0.0138, "orbital_gap_ev": 9.66, "smiles": "C1=CC1.C#N.C=O", "e_tot_ev": -8830.8060, "e_above_lowest_ev": 5.397, "symbols": ["C", "C", "C", "H", "H", "H", "H", "C", "N", "H", "C", "O", "H", "H"], "positions_angstrom": [[-0.991256, 0.426279, -0.758160], [-0.814843, -0.864386, -0.879111], [-1.419780, -0.440330, 0.393455], [-1.300059, 1.233049, -1.395753], [-0.762182, -1.679064, -1.573484], [-0.810349, -0.371239, 1.304533], [-2.467972, -0.699561, 0.549097], [1.883640, -1.251485, 0.586759], [1.340121, -1.727364, -0.313529], [2.469315, -0.899804, 1.405200], [0.671444, 1.525813, 0.141775], [1.053165, 0.941739, 1.145652], [-0.039292, 2.362151, 0.225513], [1.188042, 1.444206, -0.831953]], "forces_ev_per_angstrom": [[-0.717, -0.457, -0.589], [-0.536, 0.239, -0.309], [-0.187, -0.076, 0.289], [0.038, 0.195, 0.063], [0.138, -0.058, 0.094], [-0.068, -0.061, -0.209], [0.099, 0.068, 0.152], [-0.095, -0.831, -0.738], [0.933, 0.196, 0.789], [-0.125, 0.009, -0.012], [0.611, 0.429, 0.478], [-0.097, 0.549, -0.178], [-0.018, -0.063, -0.019], [0.024, -0.140, 0.190]]}